The following is a DFT calculation (ωB97M-V/def2-TZVPD) of a 8-piece molecular cluster, C27H72N2O10 overall at a distorted geometry.

For the HOMO energy (spin up / spin down), the calculation gives -10.428 / -10.428 eV. The value obtained for the electronic energy is -1933.237777 a.u. The molar mass is 584.88 g mol⁻¹. The gap between HOMO and LUMO (spin up / spin down) comes out at 7.67 / 2.65 eV. As for the spin multiplicity: 2. Its charge is +1.

Positions of all 111 atoms, in Å:
C 4.29299 -3.94437 0.44205
C 5.12366 -3.52063 1.65209
O 6.36917 -4.22033 1.75833
H 4.95554 -3.84408 -0.41764
H 3.54761 -3.16348 0.29130
H 3.80150 -4.89699 0.63969
H 4.67163 -3.68778 2.62975
H 5.48413 -2.49484 1.57512
H 6.75089 -4.16924 2.63769
C -2.29384 -5.80260 -4.66744
C -1.71958 -4.34255 -4.37232
O -0.33419 -4.41241 -4.43124
H -1.86436 -6.72609 -4.27909
H -2.17364 -5.90088 -5.74632
H -3.32148 -5.66483 -4.33119
H -2.02489 -3.99133 -3.38665
H -2.16082 -3.60771 -5.04568
H -0.01547 -4.40715 -5.33677
C -0.53206 -2.29614 -1.51899
C 0.55936 -1.47227 -1.05734
O 0.02581 -0.36688 -0.34646
H -1.41114 -1.74068 -1.84577
H -0.89282 -2.94385 -0.71997
H -0.15092 -2.93624 -2.31468
H 1.02425 -1.06937 -1.95715
H 1.24319 -2.04497 -0.43084
H -0.53755 -0.65798 0.37428
C 1.84231 2.86860 3.43354
O 2.42644 2.27754 2.28814
C 1.56201 2.43054 1.09562
C 1.87637 3.65412 0.13119
N 1.20992 4.84937 0.64692
C 1.16798 6.00600 -0.23790
C -0.12298 6.78794 -0.33413
O -0.16827 7.63018 0.90165
C -0.24345 6.94583 2.17065
H 0.82770 2.50125 3.58757
H 1.79051 3.94168 3.24941
H 2.47271 2.62185 4.28783
H 0.50471 2.24865 1.28830
H 1.78024 1.61141 0.41042
H 1.51295 3.39166 -0.86236
H 2.96271 3.70548 0.20422
H 1.47048 5.11839 1.58492
H 1.39970 5.67392 -1.24989
H 2.02260 6.60872 0.06944
H -1.00814 6.17898 -0.51787
H -0.01774 7.42791 -1.21018
H 0.72178 6.58950 2.53043
H -0.89056 6.06973 2.12823
H -0.52108 7.60849 2.99034
C -1.67778 0.66954 2.80492
O -1.61749 -0.31219 1.73722
C -1.91206 -1.68609 2.02181
C -3.43404 -1.91521 2.18717
N -4.15758 -1.44216 0.99184
C -4.35000 -2.46078 -0.08434
C -4.84250 -1.65017 -1.29244
O -5.35360 -2.59282 -2.23524
C -5.66371 -2.01609 -3.44500
H -2.27489 1.48177 2.39037
H -0.73932 1.20983 2.92932
H -2.16663 0.33511 3.71996
H -1.45254 -2.01243 2.95479
H -1.49280 -2.43103 1.34552
H -3.77043 -1.35826 3.06166
H -3.58915 -2.95777 2.46487
H -3.61051 -0.68065 0.61644
H -5.11955 -3.15365 0.25600
H -3.44117 -3.04776 -0.21693
H -3.95093 -1.10351 -1.59963
H -5.59883 -0.91472 -1.01825
H -6.14199 -1.03674 -3.43057
H -6.32053 -2.73672 -3.93223
H -4.74091 -1.95585 -4.02199
C -1.55208 1.55882 -2.93114
C -2.49140 1.94181 -1.76266
C -3.91921 1.98102 -2.32433
O -2.29418 0.89639 -0.82333
H -1.55155 2.05872 -3.89975
H -1.49364 0.50507 -3.20373
H -0.53639 1.77075 -2.59713
H -2.08722 2.86833 -1.35488
H -4.58812 1.93080 -1.46517
H -4.00048 1.06042 -2.90224
H -4.05522 2.99749 -2.69364
H -1.35500 0.70132 -0.78464
C 0.71700 -0.16372 5.10710
C 0.88339 -1.57070 4.56080
C 1.55089 -1.74852 3.23661
O 1.61952 -2.25131 5.51753
H 1.72782 0.21364 5.26184
H 0.38224 -0.14913 6.14432
H 0.09946 0.39326 4.40246
H -0.14139 -1.93004 4.65462
H 1.97319 -2.74748 3.12784
H 2.40207 -1.07477 3.13835
H 0.85136 -1.54409 2.42608
H 1.48640 -1.75778 6.33013
C 5.06975 0.34358 -0.93988
C 3.92250 0.18775 -1.94330
C 3.68646 1.51679 -2.64472
O 4.23174 -0.84395 -2.85449
H 4.92323 1.27041 -0.38525
H 6.06950 0.40416 -1.36993
H 5.19237 -0.41985 -0.17162
H 3.08509 0.04726 -1.25986
H 4.13315 1.36373 -3.62713
H 4.10240 2.40862 -2.17595
H 2.63095 1.77863 -2.71843
H 3.74869 -0.65145 -3.66147

Mulliken population analysis, charges in e, atoms 1 to 6: -0.415, -0.237, -0.574, 0.316, -0.174, 0.336